(1)
Entry from the OMol25 dataset: a structure of composition C28H44Cl4O18 (ωB97M-V/def2-TZVPD).

Each line ends with the Mulliken charge.
Element x y z (Å)
Cl 0.304000 0.407360 -0.953477  1.378
Cl -5.122230 -2.883321 1.163528  -0.221
Cl 0.072009 -0.960425 3.119622  -0.497
Cl -1.009780 -2.306530 -0.279246  0.862
O 2.026710 3.243196 -0.308425  -0.540
O 1.050321 5.295509 -0.386123  -0.529
O 1.081709 -2.121043 -1.203032  0.348
O 0.656312 3.679381 -1.920539  -0.435
O 1.524649 -3.883418 -2.432646  -0.369
O 1.412737 1.549269 1.886447  -0.283
O 0.340102 -0.973802 -3.563575  -0.626
O -0.818974 2.317859 1.845977  -0.246
O -2.582299 3.085612 0.782093  -0.399
O -2.395987 -0.169918 5.612014  -0.443
O -2.836300 2.391485 2.848585  -0.440
O -1.640154 -1.300861 -4.563894  -0.433
O 0.292640 -1.714370 -5.744036  -0.614
O -2.196513 1.422756 4.202074  -0.369
O 2.172777 0.375288 0.158326  -0.417
O -0.652153 -3.487433 -1.981975  -0.498
O -1.825589 1.878095 6.387677  -0.656
O 3.659357 1.172969 1.580808  -0.379
C -2.449374 0.266532 3.432379  0.792
C -2.672609 -2.062236 0.425291  -0.436
C 1.235896 4.188534 -0.867520  -0.142
C 3.459133 0.238282 -0.524900  -0.520
C 2.069591 2.103893 -1.084530  0.215
C -1.935691 -0.893977 -3.239264  0.762
C -3.046287 -1.885337 -2.752260  -1.387
C -2.125212 1.119281 5.479329  0.573
C 2.481199 -2.222096 -1.164177  1.561
C 2.839202 -3.257384 -2.167892  -0.832
C 2.377574 1.083051 1.257041  0.448
C 0.946741 2.353298 -2.065671  1.473
C 4.430912 0.522186 0.663357  -0.208
C -2.631660 -0.876474 4.387850  0.988
C 4.981549 -0.825682 1.320822  -1.410
C -0.595919 -0.939749 -2.495576  1.416
C -3.646742 -3.262889 0.234230  -0.476
C 2.872597 -2.500619 0.334728  -1.044
C -0.261728 2.886704 0.710527  0.649
C 0.440165 -1.034511 1.408169  0.975
C -0.091424 0.242079 0.743654  -2.284
C -2.138704 2.620191 1.928601  0.450
C -1.564904 4.780774 -0.642577  -1.629
C -1.505869 3.315857 -0.112995  0.479
C -0.262610 -1.364172 -4.710576  0.480
C 0.573842 -3.183946 -1.892218  0.548
C 1.367402 2.099423 -3.472653  -2.161
C -3.999184 -1.532056 4.375036  -1.365
H 2.385468 -3.350562 0.812652  0.409
H 3.111111 -2.820793 -3.128913  0.309
H 0.460696 3.684214 0.884206  0.696
H -4.098662 -2.251474 5.187821  0.396
H 3.656657 -3.766426 -1.657260  0.396
H 5.718664 -1.221915 0.622416  0.408
H -1.432463 5.477503 0.185149  0.415
H 3.060546 2.059352 -1.536357  0.626
H 2.974558 -1.287108 -1.429685  -0.577
H 0.587605 2.496706 -4.122409  0.474
H 5.280019 1.184716 0.495496  0.501
H -0.040779 -1.915123 0.982364  0.120
H -0.726188 5.008870 -1.300326  0.317
H -2.520015 -1.844798 1.482437  0.225
H 3.715202 -0.788960 -0.784313  0.654
H -4.138363 -2.048687 3.425382  0.080
H 4.201196 -1.585500 1.363395  0.309
H 0.297712 2.211547 0.062998  0.538
H 2.557225 -1.651918 0.941634  0.531
H -3.367186 0.339418 2.848948  0.516
H 5.486794 -0.715345 2.280333  0.442
H -0.445301 -0.004298 -1.956751  -0.929
H -1.181001 0.269943 0.755850  0.797
H -2.584334 -2.824362 -2.447427  0.315
H -3.141143 -4.167635 0.571724  0.436
H -1.545445 2.614373 -0.946325  0.090
H -3.534077 -1.411421 -1.900459  0.255
H 3.604384 0.983325 -1.307145  -0.027
H 3.936772 -2.732883 0.375909  0.614
H -2.465770 5.109268 -1.160866  0.389
H -4.774394 -0.773169 4.481014  0.395
H -3.126888 -1.172992 -0.011726  0.297
H -1.816963 -1.553739 4.131555  0.290
H 0.094956 1.711135 -1.841668  0.132
H -3.766539 -2.036942 -3.556220  0.476
H -1.683594 -0.071761 2.734340  -1.382
H -4.015874 -3.414306 -0.780134  0.242
H -2.307676 0.128682 -3.301885  0.202
H -0.620257 -1.786006 -1.809000  -1.680
H 1.513858 -1.023091 1.220658  -0.975
H 2.270450 2.641342 -3.753592  0.459
H 0.343385 1.105641 1.246933  -0.002
H 1.516600 1.024688 -3.576520  0.173
H 1.897822 1.173878 -0.542624  -0.461

Force components x, y, z for each atom (eV/Å):
Cl 0.291 -1.825 10.423
Cl 0.066 -0.230 0.083
Cl 2.152 -0.782 0.691
Cl -8.545 -0.577 5.454
O 1.429 2.247 1.084
O 1.271 -1.959 -1.181
O 0.568 -1.387 -0.797
O -0.854 2.402 -0.817
O 2.231 -1.282 0.019
O 7.822 0.502 0.663
O 0.801 -1.131 -1.014
O -0.716 1.171 1.573
O -0.309 0.646 -1.517
O -0.265 -2.385 2.326
O -2.807 5.221 -6.023
O 2.395 -0.225 -0.958
O -1.006 0.964 2.564
O 3.235 -3.535 4.751
O 7.378 -7.838 5.002
O 6.814 -2.203 -3.435
O -0.766 -1.295 -1.560
O -2.425 1.457 1.490
C -1.878 -1.180 -1.143
C -0.259 -0.178 0.214
C 1.124 2.457 1.532
C 4.502 -0.678 2.574
C -0.618 4.952 -4.653
C -1.149 -1.168 0.280
C 0.827 1.258 0.028
C 1.153 0.585 1.411
C -0.107 -0.555 1.620
C -0.899 0.442 -0.394
C -1.768 2.082 5.234
C 2.208 0.448 -2.990
C 2.117 -2.285 0.103
C -0.107 0.945 0.411
C 0.021 0.963 -0.854
C -4.406 -0.672 -5.236
C 0.916 0.565 -0.040
C -0.307 -1.259 -1.616
C -0.889 2.082 -1.660
C 0.801 1.397 0.068
C -2.060 -2.699 0.651
C -0.645 -0.226 0.217
C 0.276 0.061 0.381
C 0.215 1.460 -0.913
C -0.522 -0.713 -2.233
C -3.081 -2.226 -0.920
C -0.051 0.118 -0.673
C 0.379 0.124 0.182
H -0.392 -0.239 -0.530
H 0.301 -0.197 0.116
H -1.058 -0.096 1.363
H 0.037 -0.019 -0.025
H -0.406 -1.458 -0.866
H 0.221 -0.062 -0.101
H -0.092 -0.135 0.235
H -0.921 1.973 -0.968
H -2.299 -1.785 -1.434
H -0.108 -0.515 -0.289
H -0.075 -0.102 -0.667
H 1.632 0.799 2.009
H -0.970 -0.115 0.143
H -0.167 -0.267 0.081
H 0.626 2.168 1.013
H -0.037 0.006 0.090
H 0.942 1.218 0.946
H -0.996 0.336 1.147
H 1.241 -0.965 -0.523
H -0.144 0.575 0.158
H -0.188 0.477 -0.067
H -4.489 -3.138 -5.660
H 0.018 -0.206 -0.094
H -0.293 0.152 -0.255
H -0.420 -0.049 0.234
H -0.658 -0.048 -0.164
H -0.283 -0.210 -0.121
H 0.101 -1.969 0.471
H -0.291 -0.078 -0.231
H -0.335 -0.750 0.111
H -0.031 0.007 -0.007
H 0.315 0.026 -0.077
H -0.352 -0.521 1.060
H -0.129 3.233 -1.548
H 0.028 0.035 0.096
H -0.390 1.499 0.239
H 0.490 0.189 0.052
H -0.319 0.124 0.040
H -0.068 2.815 -2.926
H -1.751 -0.101 1.294
H 0.205 -0.062 0.208
H -1.819 -2.185 -0.855
H -0.059 0.044 -0.526
H -1.175 5.539 -3.573

Properties
highest occupied orbital energy	-7.95	eV
M	810.45	g mol⁻¹
Kohn-Sham gap	7.253	eV

(2)
Entry from the OMol25 dataset: the molecule C18H17BrN4S (ωB97M-V/def2-TZVPD).

Each line ends with the Mulliken charge.
Element x y z (Å)
Br 6.189523 -3.590909 -2.438792  -0.214
S -0.675614 -0.106652 1.555312  -0.167
N -0.170653 6.209978 1.876129  -0.473
N -0.319925 2.663504 2.678649  -0.124
N 1.678775 0.535837 0.828929  -0.511
N 0.693747 2.393249 1.892246  -0.203
C 3.430507 -2.900344 -2.067235  -0.635
C -0.312554 7.118311 0.796087  -0.223
C -0.838172 5.064237 1.886109  0.579
C 3.879965 -1.057810 -0.041464  -0.416
C -1.824561 4.844577 0.928548  -0.325
C -1.238032 6.869474 -0.225867  -0.281
C -1.074549 -3.847229 2.081896  -1.097
C -1.542852 -3.077075 0.811268  -0.547
C -0.523312 4.084333 3.036103  -0.605
C 0.259530 -1.231908 0.693128  0.795
C 4.933628 -1.580867 -0.810077  -0.677
C 1.473827 -0.768138 0.343885  -0.318
C -2.040959 5.754666 -0.154082  -0.542
C 0.692344 1.004777 1.528477  0.435
C -0.438861 -2.460209 0.078221  -0.792
C 2.317208 -2.214653 -1.520633  -0.517
C 2.528905 -1.300975 -0.427761  0.529
C 4.648008 -2.590641 -1.743915  0.314
H 1.351757 -2.387946 -1.875006  0.590
H -2.735285 5.464597 -0.871117  0.450
H 4.039303 -0.475664 0.876919  0.380
H -1.295142 7.532616 -1.091218  0.339
H -1.881776 -4.340346 2.624206  0.378
H -2.199751 -2.231779 1.172345  0.321
H -2.209154 -3.757712 0.078088  0.291
H -1.236589 4.065758 3.893072  0.274
H 5.923853 -1.499366 -0.409565  0.367
H 0.306958 -3.266531 -0.033818  0.348
H -0.842694 -2.223497 -0.925402  0.335
H -2.397580 3.949565 0.980376  0.386
H 3.316227 -3.556528 -2.892169  0.401
H 0.446520 4.455954 3.452493  0.293
H -0.519862 -3.190295 2.762948  0.263
H 0.356285 8.026251 0.717875  0.301
H -0.452739 -4.684351 1.651067  0.297

Force components x, y, z for each atom (eV/Å):
Br -0.942 0.570 0.196
S 0.215 0.896 0.786
N 0.997 2.230 -1.954
N 2.364 -1.102 -2.802
N 0.208 0.007 0.443
N -3.613 0.567 2.780
C -4.344 0.059 -1.456
C -0.173 -1.785 1.364
C -0.723 0.649 -0.198
C -0.377 -0.048 -0.909
C -0.082 0.841 -1.267
C 0.705 0.725 0.061
C 0.215 -0.887 -1.670
C -3.415 -0.544 1.406
C 1.576 0.337 0.554
C -1.718 -1.867 -1.412
C -1.034 -0.870 1.688
C -0.759 3.135 1.726
C 1.587 -1.573 3.038
C 0.228 -0.244 -1.208
C 1.655 -0.001 -0.929
C 2.430 1.124 2.002
C 2.086 -2.746 -2.235
C 4.843 1.482 1.544
H -1.277 -0.353 -0.532
H -1.153 -0.090 -1.246
H 0.176 -0.112 -0.699
H 0.008 -0.063 0.339
H -0.113 0.271 -0.041
H 0.057 -0.937 -0.489
H 1.555 1.435 1.778
H 0.179 0.227 -0.984
H 0.476 0.362 -0.226
H 0.117 0.480 -0.335
H 0.595 0.239 0.297
H -0.441 -0.600 -0.050
H -0.557 -0.805 -0.440
H -0.683 -0.181 -0.247
H 0.057 -0.303 -0.245
H -0.810 -1.310 0.624
H -0.116 0.786 0.945

Properties
highest occupied orbital energy	-8.46	eV
SMILES	CCCc1sc(/N=N/Cc2ccccn2)nc1-c1ccc(Br)cc1
M	401.33	g mol⁻¹
Kohn-Sham gap	7.782	eV

(3)
Entry from the OMol25 dataset: a cluster of 3 separate species, C5H13NO in total (ωB97M-V/def2-TZVPD).

Each line ends with the Mulliken charge.
Element x y z (Å)
O -2.554139 0.309415 -0.549260  -0.536
N 2.242084 0.450661 0.495711  -0.288
C 1.001033 1.231592 0.564081  0.105
C 0.190125 -2.106921 0.506279  -0.432
C 2.434449 0.159467 -0.916010  -0.534
C -0.670456 -1.706213 -0.503151  -0.461
C -2.360477 1.227541 0.440935  -0.421
H -1.812480 2.186527 0.307564  0.200
H -1.533863 -2.273757 -0.778779  0.303
H -0.538881 -0.662860 -0.883985  0.105
H 0.741891 1.564484 1.602086  0.394
H -0.110529 -2.921795 1.067127  0.322
H 0.179808 0.582589 0.205633  -0.701
H 3.482487 -0.238895 -1.166287  0.297
H 2.116473 0.893027 -1.695369  0.279
H 1.705576 -0.749115 -1.213394  0.217
H 0.948585 -1.400743 0.802751  0.230
H 0.874975 2.123025 -0.049277  0.425
H -3.300572 1.591113 0.935314  0.312
H -1.582981 0.843661 1.237918  0.184

Force components x, y, z for each atom (eV/Å):
O 0.824 1.977 1.318
N -2.490 1.566 -2.613
C 1.213 -0.361 2.318
C -2.649 2.575 -3.333
C 0.445 -2.168 -0.711
C 2.686 0.332 2.595
C -0.564 -0.742 -0.083
H 0.256 -0.012 -1.182
H -0.258 -0.077 -0.300
H -0.386 -1.103 -0.352
H 0.476 -0.615 -0.758
H 0.201 -1.762 1.102
H -0.330 -0.250 0.071
H -1.499 0.634 0.657
H 0.197 0.051 0.928
H 1.247 1.407 0.797
H 0.318 -0.406 0.447
H 0.461 0.050 -0.631
H 0.525 -0.810 0.148
H -0.673 -0.289 -0.421

Properties
highest occupied orbital energy	-7.56	eV
M	103.16	g mol⁻¹
Kohn-Sham gap	3.564	eV

| no. | E_LUMO (eV) | maximum force (Eh/bohr) | DFT total energy (Ha) |
| --- | --- | --- | --- |
| 1 | -0.7 | 0.2308 | -4287.29452 |
| 2 | -0.7 | 0.1030 | -3887.22896 |
| 3 | -4.0 | 0.0968 | -327.95537 |